# C41H37F5P2SSn

C41H37F5P2SSn as an isolated structure (ωB97M-V/def2-TZVPD, the OMol25 dataset).

XYZ file:
```
87
Properties=species:S:1:pos:R:3:forces:R:3
Sn -0.46325 2.14200 -2.44524 0.0 -0.7 2.6
C -2.06599 1.47629 -3.90811 0.0 1.3 0.1
C -1.61570 0.25605 -3.33457 0.6 -0.3 0.9
C -0.95805 -0.81307 -4.16414 0.5 -0.7 -0.3
C 0.41106 -0.35669 -4.76150 -1.1 -1.5 -0.4
C 1.03708 0.70848 -3.93283 -0.1 1.3 -0.3
C 0.91715 2.08042 -4.19901 0.6 -0.3 -0.7
C -0.12413 2.76812 -5.10374 0.7 -0.1 -0.5
C -1.48680 2.06744 -5.20772 -1.2 0.0 -0.5
C -0.42489 -0.33899 1.79537 0.9 -0.3 0.7
H -3.01536 1.93166 -3.58029 0.5 -0.4 0.0
H -1.92389 -0.09512 -2.32667 -0.8 0.4 -1.3
H -1.65639 -1.17314 -4.96122 0.5 0.3 0.4
H -0.77425 -1.69741 -3.51767 -0.1 0.5 -0.5
H 1.06476 -1.25987 -4.78265 -0.2 0.7 -0.1
H 0.27481 -0.05980 -5.81360 0.2 0.1 0.4
H 1.78234 0.34067 -3.22631 0.0 0.5 -0.2
H 1.74641 2.71966 -3.86468 -0.4 -0.2 0.1
H 0.32016 2.92104 -6.08642 -0.1 0.0 -0.5
H -0.27037 3.78314 -4.68215 0.0 -0.6 -0.3
H -2.21201 2.84618 -5.51249 0.4 -0.3 0.0
H -1.53798 1.32935 -6.02536 0.3 0.1 0.2
H -0.64058 0.73321 1.88872 0.3 -0.2 -0.2
H 0.65393 -0.58954 1.77389 -0.7 0.3 0.5
H -0.93512 -0.74147 2.68590 0.4 0.0 -0.4
P -1.16953 -1.04222 0.35225 -0.6 1.9 1.2
P 2.50861 -0.61195 0.27521 -0.3 1.5 -0.2
C -0.02532 -1.43794 -0.97606 2.1 -1.2 0.1
C 1.35036 -1.32799 -1.00053 -0.4 -1.1 -0.3
C -2.16340 -2.44712 0.87029 0.4 -0.5 -1.3
C -2.49243 -3.31132 -0.19182 -0.4 -0.1 0.6
C -3.42236 -4.32209 0.04039 0.2 0.2 -0.2
C -3.97587 -4.47015 1.31663 0.0 -0.1 -0.3
C -3.66368 -3.57898 2.34770 -0.1 -0.3 -0.4
C -2.76838 -2.54642 2.13022 0.3 0.1 -0.6
C -2.40002 0.22829 -0.05065 -0.7 0.3 -0.1
C -2.16787 1.62300 0.07325 0.1 -0.3 0.2
C -3.22815 2.52092 -0.14088 0.3 -0.3 -0.3
C -4.47661 2.00858 -0.52159 -0.2 0.1 0.0
C -4.73378 0.63631 -0.56784 0.2 0.3 -0.1
C -3.68965 -0.23710 -0.31849 0.1 -0.2 0.0
C 4.05488 -1.55978 0.46728 0.9 -0.7 -0.3
C 3.91170 -2.86250 1.00651 0.2 0.7 -0.1
C 4.98396 -3.51435 1.61012 0.4 0.1 -0.3
C 6.26535 -2.94289 1.59600 -0.5 0.6 -0.2
C 6.44212 -1.68763 0.99059 -0.1 -0.3 0.0
C 5.35892 -0.99713 0.42548 -0.5 -0.4 -0.1
C 2.97452 1.10027 -0.36799 -0.1 0.0 0.3
C 2.65144 2.12119 0.55740 0.1 -0.5 -0.2
C 2.95237 3.45622 0.30684 0.1 0.0 -0.3
C 3.60570 3.80406 -0.88313 -0.4 -0.2 0.2
C 3.89633 2.82058 -1.82742 0.0 -0.4 0.0
C 3.59563 1.46580 -1.57468 -0.2 0.5 0.4
H -0.41776 -2.18066 -1.70230 0.1 1.0 0.4
H 1.86168 -1.92439 -1.80079 -0.6 0.6 0.5
H -2.09948 -3.15171 -1.20474 -0.2 -0.2 0.6
H -3.71092 -4.93491 -0.81699 0.0 -0.1 0.5
H -4.67852 -5.28671 1.48456 0.1 0.3 0.0
H -4.14849 -3.67359 3.30886 0.0 0.0 0.0
H -2.57894 -1.81447 2.90116 0.0 0.0 -0.1
H -1.15336 1.97733 0.32995 -0.9 -0.1 0.0
H -3.07726 3.61469 -0.05151 0.0 -0.9 0.0
H -5.27810 2.68925 -0.80357 0.1 0.0 0.3
H -5.71777 0.22378 -0.79960 0.3 0.4 0.0
H -3.86962 -1.31216 -0.31455 -0.1 0.4 -0.1
H 2.93423 -3.33383 0.93273 0.1 0.0 0.4
H 4.83987 -4.47739 2.09269 0.0 0.1 -0.2
H 7.11171 -3.45440 2.05666 -0.3 0.1 -0.1
H 7.44448 -1.24643 0.95811 -0.4 -0.1 0.0
H 5.53472 -0.04684 -0.08939 -0.2 -0.2 0.4
H 2.17807 1.81863 1.49303 0.0 0.2 -0.2
H 2.65636 4.22065 1.02842 0.2 -0.2 -0.2
H 3.86570 4.84560 -1.07336 -0.1 -0.3 0.0
H 4.36807 3.11695 -2.76965 -0.1 -0.2 0.3
H 3.84313 0.70986 -2.31069 0.1 0.0 0.0
F 0.04488 0.21471 8.70212 -0.1 0.1 -0.1
C -0.47328 0.51137 7.49549 -0.1 0.0 -0.2
C -0.46073 1.82396 7.01569 0.0 0.0 -0.2
F 0.10396 2.80913 7.75113 -0.1 -0.5 -0.2
C -1.01447 2.11900 5.77406 0.0 -0.6 -0.2
F -0.83617 3.34420 5.24303 -0.2 -0.1 0.5
C -1.68565 1.14601 4.98225 1.1 -0.8 1.6
S -2.55149 1.50166 3.60144 -0.8 0.4 -1.6
C -1.53488 -0.18490 5.46521 0.3 0.5 0.0
F -1.83949 -1.23620 4.65343 -0.3 0.2 0.4
C -0.99534 -0.50544 6.69553 0.2 0.3 0.2
F -0.94288 -1.78900 7.11903 0.0 0.5 -0.2
```
Forces are in eV/Å.

Summary:
- charge = 0
- LUMO (eV) = -0.9


# C15H19BrClNO

One molecule with the formula C15H19BrClNO (ωB97M-V/def2-TZVPD, the OMol25 dataset).

XYZ file:
```
38
Properties=species:S:1:pos:R:3:forces:R:3
C 1.16769 -1.55401 0.89381 0.1 -0.1 0.0
C -0.09686 -1.67465 0.53412 -0.2 0.0 0.1
C -1.24386 -1.03248 1.26488 -0.1 0.0 0.1
N -2.12209 -0.17865 0.48439 -0.1 -0.1 -0.1
C -3.00749 -0.87842 -0.42263 0.1 0.1 0.2
C -4.13116 -1.57589 0.29380 0.0 0.0 -0.3
C -4.53341 -1.29095 1.51731 -0.1 0.0 0.1
C -1.51694 1.01976 -0.03943 0.1 0.1 -0.2
C -0.68498 0.86962 -1.32866 0.1 0.3 0.3
C 0.14852 2.12705 -1.57268 -0.4 -0.3 -0.4
O 1.09255 2.34248 -0.54129 0.3 0.0 0.2
C 2.16353 1.52666 -0.42948 0.2 0.0 0.2
C 2.62066 0.63817 -1.39872 -0.2 0.2 0.0
C 3.75403 -0.12677 -1.18577 0.1 0.0 0.2
C 4.44226 -0.01256 0.00672 0.1 -0.1 0.0
Br 5.99046 -1.07284 0.30708 -0.1 0.1 0.0
C 4.01728 0.86073 0.99465 0.0 -0.1 -0.1
C 2.88565 1.61889 0.77160 -0.2 0.0 -0.3
Cl 2.32553 2.70247 1.98832 0.0 0.1 0.2
H 1.96705 -2.04436 0.36355 0.1 -0.1 -0.1
H 1.45833 -0.96135 1.74588 0.0 0.2 0.2
H -0.36388 -2.28574 -0.31927 0.1 -0.1 -0.1
H -0.85088 -0.43355 2.09214 0.0 -0.1 0.0
H -1.87077 -1.82547 1.68696 0.1 0.1 0.1
H -3.45261 -0.13841 -1.09721 0.1 -0.1 -0.1
H -2.48158 -1.61183 -1.05709 -0.1 0.1 0.0
H -4.62693 -2.34260 -0.28791 -0.1 -0.1 0.0
H -5.35300 -1.81070 1.98319 -0.2 -0.1 0.0
H -4.05059 -0.52116 2.09430 0.2 0.2 0.1
H -2.31737 1.74645 -0.22151 0.1 0.1 0.0
H -0.86883 1.42550 0.74147 0.0 0.1 0.0
H -0.02068 0.00982 -1.22530 0.0 0.0 -0.1
H -1.33555 0.70503 -2.18902 0.0 0.0 -0.1
H -0.49071 3.01342 -1.53898 0.1 -0.1 -0.1
H 0.64106 2.09357 -2.55210 0.0 0.1 0.1
H 2.09905 0.53492 -2.33622 -0.1 0.0 -0.1
H 4.09493 -0.80985 -1.94811 0.0 0.0 0.0
H 4.55158 0.94770 1.92721 0.0 0.0 0.1
```
Forces are in eV/Å.

Summary:
- SMILES = C=CCN(CC=C)CCCOc1ccc(Br)cc1Cl
- charge = 0
- LUMO (eV) = 0.7


# C3H4FO3P

A 2-piece molecular cluster, C3H4FO3P overall (ωB97M-V/def2-TZVPD, the OMol25 dataset).

XYZ file:
```
12
Properties=species:S:1:pos:R:3:forces:R:3
C 2.31697 -0.83783 -0.40139 3.1 -0.7 -1.0
C 1.85721 0.12554 0.41421 1.7 0.2 0.2
C -0.87343 0.50233 0.09820 -1.2 -0.5 -0.3
O -3.26283 -0.38417 1.51793 0.4 -0.6 0.6
O -1.97931 1.48956 0.23953 -0.6 -0.8 -0.2
O -3.30717 -0.48004 -1.07106 1.5 0.3 1.8
F 2.90899 1.29496 0.33427 -0.8 -1.0 -0.2
P -2.55810 -0.10971 0.23651 -1.2 1.9 -2.6
H 3.38168 -0.73399 -0.90284 -1.8 0.2 0.7
H 2.05644 -1.91259 -0.48996 -0.8 1.0 0.4
H -0.37292 0.56128 -0.88375 -0.3 -0.2 0.5
H -0.16754 0.48466 0.90835 0.0 0.1 0.1
```
Forces are in eV/Å.

Summary:
- charge = -2
- LUMO (eV) = 7.0


# C19H22N2O7S2

One molecule with the formula C19H22N2O7S2 (ωB97M-V/def2-TZVPD, the OMol25 dataset).

XYZ file:
```
52
Properties=species:S:1:pos:R:3:forces:R:3
C -5.49835 -0.56901 -0.78058 0.3 0.0 0.1
C -3.98994 -0.73270 -0.62220 -0.2 -0.3 -0.5
N -3.44395 0.19289 0.34496 0.9 0.6 -0.3
C -3.78792 0.06435 1.74233 0.0 -0.1 0.7
C -3.33402 -1.24249 2.39124 -0.1 0.2 -0.2
S -1.98464 0.88833 0.02509 0.0 -0.1 -0.1
O -1.83937 2.03031 0.87587 0.0 -0.2 0.3
O -1.87982 1.07134 -1.39587 -0.2 -0.2 0.0
C -0.68775 -0.28314 0.46036 -0.3 0.5 -0.1
C -0.52049 -1.42095 -0.30950 0.1 -0.2 0.0
C 0.60077 -2.20940 -0.11168 -0.2 -0.1 0.0
C 1.51996 -1.83847 0.85282 0.5 -0.2 0.1
S 3.18710 -2.48687 0.70153 -0.2 0.1 -0.4
O 3.96026 -2.10681 1.84134 -0.2 0.3 0.1
O 3.19115 -3.85092 0.28384 -0.2 0.0 -0.3
N 3.63462 -1.56118 -0.63654 0.2 -1.2 0.4
C 3.33618 -0.20471 -0.57659 -0.1 1.1 -0.1
C 3.93522 0.52687 0.45883 0.1 0.4 0.0
C 3.62190 1.85563 0.56559 -0.5 0.1 -0.6
C 2.73892 2.47315 -0.33249 0.3 -0.4 0.3
C 2.14544 1.77931 -1.34640 0.2 0.2 0.3
C 2.43707 0.40568 -1.48157 0.4 -0.3 0.4
C 1.76054 -0.38637 -2.52153 -0.2 0.0 -0.2
C 0.70044 0.28997 -3.34389 -0.1 -0.2 -0.1
O 2.01719 -1.56842 -2.71431 0.0 0.0 -0.2
O 2.61128 3.79348 0.00007 -0.2 -0.2 -0.3
C 3.42338 3.98865 1.13659 0.1 1.1 0.6
O 4.05120 2.76618 1.47566 0.1 -0.5 0.0
C 1.32255 -0.73638 1.66495 -0.1 -0.1 0.2
C 0.19816 0.04926 1.46793 -0.1 0.1 0.1
H -5.73830 0.47256 -0.97342 -0.1 0.1 0.0
H -6.02521 -0.89225 0.11335 -0.1 0.0 0.1
H -5.84157 -1.17029 -1.61804 -0.1 -0.1 0.0
H -3.75196 -1.77159 -0.35681 0.0 0.1 -0.1
H -3.49948 -0.48550 -1.56456 -0.1 -0.2 0.0
H -4.87117 0.17269 1.84358 0.1 0.1 0.0
H -3.31281 0.91409 2.23423 -0.3 -0.1 0.2
H -2.26079 -1.37937 2.27860 0.0 -0.1 0.1
H -3.84329 -2.09558 1.94956 0.0 -0.1 0.0
H -3.57099 -1.21815 3.45139 0.0 0.0 0.1
H -1.22823 -1.64797 -1.08997 0.0 -0.1 -0.2
H 0.80069 -3.07544 -0.72282 0.0 0.0 -0.2
H 3.26440 -1.98704 -1.49191 0.0 -0.1 0.1
H 4.60183 0.03243 1.14360 0.1 0.0 0.1
H 1.46281 2.27864 -2.00929 -0.1 0.1 -0.1
H 1.11637 1.13475 -3.88715 0.0 0.1 0.0
H 0.30644 -0.42933 -4.05814 0.0 0.0 0.0
H -0.11149 0.64810 -2.71047 0.0 0.1 0.0
H 4.19175 4.74663 0.91825 -0.2 -0.2 0.0
H 2.80429 4.32953 1.98100 0.1 -0.2 -0.2
H 2.06399 -0.49761 2.41027 0.0 0.1 0.1
H 0.01561 0.94309 2.04288 0.1 0.1 0.1
```
Forces are in eV/Å.

Summary:
- SMILES = CCN(CC)S(=O)(=O)c1ccc(S(=O)(=O)Nc2cc3c(cc2C(C)=O)OCO3)cc1
- charge = 0
- LUMO (eV) = 0.0


# C4H11N4

An isolated ion of composition C4H11N4 and charge +1 (ωB97M-V/def2-TZVPD, the OMol25 dataset).

XYZ file:
```
19
Properties=species:S:1:pos:R:3:forces:R:3
C -2.17808 0.28079 -0.82957 0.2 2.0 -3.1
C -1.27208 0.33834 0.30771 3.4 -0.5 1.3
N -0.66812 1.64419 0.57278 -0.5 0.3 -0.4
N 0.54767 1.68914 0.63280 0.9 0.1 -0.3
C 1.21698 0.32785 0.44577 -0.6 0.2 1.1
N 2.04317 0.42073 -0.82254 1.9 -0.9 0.0
C 0.06352 -0.63969 0.28281 -2.0 0.1 -1.1
N -0.02464 -1.71617 1.22123 -0.4 1.0 1.1
H -2.50622 -0.71910 -0.89640 -0.5 -1.2 -0.3
H -1.55937 0.52800 -1.81100 -1.7 -0.3 1.7
H -3.10183 0.92879 -0.67329 1.4 -0.6 -0.5
H -1.90469 0.14329 1.12612 -0.3 -0.5 1.7
H 1.82969 0.16952 1.36260 -0.2 -0.1 -1.0
H 1.61526 1.20073 -1.28007 -0.2 0.8 -1.1
H 1.91077 -0.45923 -1.37175 0.0 0.9 0.3
H 3.11493 0.59979 -0.82377 -2.2 -0.2 0.7
H 0.01941 -1.10611 -0.71183 0.3 0.2 -0.1
H 0.10263 -1.30488 2.14724 -0.4 -0.4 0.1
H 0.75099 -2.32597 1.12116 0.7 -0.9 -0.2
```
Forces are in eV/Å.

Summary:
- SMILES = C[C@@H]1N=N[C@H]([NH3+])[C@H]1N
- charge = +1
- LUMO (eV) = -4.0


E
In order: -91941.3774, -101964.0512, -21322.1422, -59042.0221, -10277.8543
Unit: eV
Molecular weight
In order: 837.5, 344.7, 138.0, 454.5, 115.2
Unit: g/mol
Strongest force on any atom
In order: 2.7, 0.6, 3.4, 1.3, 3.7
Unit: eV/A